# 1
A 3-piece molecular cluster, C18H41N3O4P overall in a non-equilibrium geometry, computed with ωB97M-V/def2-TZVPD.

CARTESIAN COORDINATES (ANGSTROEM)
N: -2.594 -5.242 0.045
P: -4.176 -4.557 -0.589
O: -4.089 -2.962 -0.109
O: -5.219 -5.260 0.523
H: -2.650 -6.265 -0.010
H: -1.809 -4.961 -0.550
H: -2.457 -4.984 1.034
H: -3.506 -2.923 0.665
H: -5.894 -5.687 -0.017
C: 2.230 -0.798 1.975
C: 0.782 -1.282 1.715
C: -0.228 -0.272 2.286
C: -0.404 -0.343 3.799
C: -0.664 -1.776 4.251
C: 0.411 -2.752 3.755
N: 0.616 -2.649 2.284
O: -0.397 -3.219 1.689
C: 1.731 -2.481 4.504
C: 0.033 -4.180 4.174
C: 0.637 -1.273 0.184
H: 2.917 -1.636 2.099
H: 2.614 -0.216 1.137
H: 2.309 -0.154 2.852
H: -1.208 -0.440 1.824
H: 0.069 0.740 2.003
H: 0.474 0.065 4.307
H: -1.244 0.289 4.097
H: -0.721 -1.814 5.341
H: -1.648 -2.090 3.883
H: 2.532 -3.122 4.130
H: 1.611 -2.694 5.567
H: 2.068 -1.449 4.445
H: -0.952 -4.477 3.808
H: -0.002 -4.259 5.260
H: 0.765 -4.903 3.811
H: 1.312 -1.992 -0.284
H: 0.872 -0.285 -0.212
H: -0.382 -1.494 -0.138
C: -1.148 4.530 -2.978
C: -0.433 3.451 -2.126
C: 0.760 4.069 -1.377
C: 1.995 4.300 -2.242
C: 2.357 3.041 -3.020
C: 1.179 2.498 -3.839
N: -0.040 2.317 -3.007
O: 0.134 1.258 -2.257
C: 0.894 3.455 -5.015
C: 1.595 1.186 -4.518
C: -1.474 3.027 -1.076
H: -1.594 4.100 -3.876
H: -1.967 4.996 -2.429
H: -0.484 5.341 -3.277
H: 1.047 3.410 -0.550
H: 0.456 5.013 -0.920
H: 1.834 5.140 -2.924
H: 2.835 4.587 -1.605
H: 3.202 3.246 -3.680
H: 2.700 2.275 -2.315
H: 0.021 3.125 -5.583
H: 1.743 3.473 -5.699
H: 0.732 4.487 -4.715
H: 1.941 0.438 -3.804
H: 2.419 1.363 -5.210
H: 0.768 0.759 -5.087
H: -2.340 2.555 -1.544
H: -1.823 3.901 -0.523
H: -1.061 2.339 -0.337

Results
HOMO level (spin up / spin down), Ha: -0.382 / -0.411
Net charge: +1
<S²>: 2.008
2S+1: 3


# 2
A 4-piece molecular cluster, C18H42Br2NO3PS overall in a non-equilibrium geometry, computed with ωB97M-V/def2-TZVPD.

CARTESIAN COORDINATES (ANGSTROEM)
C: -3.695 1.513 -1.837
C: -2.103 1.545 -1.413
C: -1.687 0.398 -0.317
N: -2.329 -0.959 -0.537
P: -1.234 -2.310 -0.120
C: -0.794 -2.356 1.738
C: -1.550 -1.233 2.662
C: -1.752 -1.671 4.229
S: -3.574 -1.344 4.702
C: -2.273 -3.895 -0.570
Br: -1.786 -4.924 -2.239
C: -3.419 -4.396 0.237
C: -3.941 -3.635 1.592
Br: -4.380 -6.096 -0.341
H: -3.938 0.422 -2.214
H: -3.885 2.319 -2.694
H: -4.317 1.783 -0.863
H: -1.935 2.596 -0.874
H: -1.437 1.540 -2.379
H: -0.511 0.329 -0.173
H: -2.099 0.783 0.736
H: -2.432 -1.027 -1.594
H: 0.370 -2.295 1.894
H: -1.127 -3.415 2.152
H: -2.585 -0.860 2.232
H: -0.849 -0.268 2.670
H: -1.443 -2.786 4.404
H: -1.055 -0.981 4.884
H: -3.830 -0.059 4.152
H: -5.083 -3.818 1.844
H: -3.816 -2.480 1.436
H: -3.285 -3.956 2.536
C: 3.261 -2.448 -2.092
C: 3.132 -3.937 -1.813
C: 2.449 -4.659 -2.964
O: 2.377 -4.131 -0.620
H: 2.275 -1.986 -2.217
H: 3.743 -1.940 -1.250
H: 3.850 -2.265 -2.995
H: 4.125 -4.368 -1.646
H: 1.435 -4.275 -3.121
H: 2.352 -5.728 -2.745
H: 3.014 -4.542 -3.894
H: 1.493 -3.752 -0.759
C: -3.019 5.313 -0.003
C: -2.261 5.440 1.309
C: -1.406 6.697 1.335
O: -1.427 4.298 1.485
H: -2.328 5.245 -0.850
H: -3.621 4.398 -0.012
H: -3.682 6.170 -0.161
H: -2.970 5.460 2.143
H: -0.658 6.679 0.535
H: -0.857 6.770 2.280
H: -2.021 7.595 1.217
H: -0.794 4.273 0.748
C: 6.219 0.266 -1.212
C: 5.630 1.664 -1.316
C: 6.009 2.516 -0.115
O: 4.210 1.573 -1.401
H: 5.843 -0.252 -0.323
H: 5.927 -0.339 -2.077
H: 7.311 0.301 -1.161
H: 5.983 2.145 -2.235
H: 5.626 2.077 0.813
H: 5.568 3.515 -0.197
H: 7.096 2.618 -0.031
H: 3.888 1.147 -0.589

Results
HOMO level, Ha: -0.298